1.
The following is a DFT calculation (ωB97M-V/def2-TZVPD) of a cluster of 6 separate species, C28H38BClF15N2O12 in total in a non-equilibrium geometry.

Geometry as XYZ:
```
97
Properties=species:S:1:pos:R:3
C -1.250 -5.937 2.625
C -2.729 -6.097 1.983
N -2.736 -7.020 0.771
C -2.088 -6.223 -0.309
C -0.551 -6.359 -0.614
C 0.034 -5.456 -1.721
C -0.928 -4.469 -2.478
C -0.231 -3.547 -3.598
B -0.970 -2.114 -3.833
O -0.537 -0.884 -3.204
O -2.148 -2.124 -4.691
N -2.335 -4.439 -2.163
C -2.958 -5.254 -1.130
Cl -4.760 -5.140 -0.797
H -1.257 -5.526 3.689
H -0.703 -5.174 1.946
H -0.638 -6.907 2.531
H -3.489 -6.425 2.786
H -3.053 -5.037 1.653
H -2.050 -7.778 0.945
H 0.032 -7.122 0.011
H 1.143 -5.499 -1.995
H -0.143 -4.146 -4.573
H 0.847 -3.359 -3.225
H 0.184 -1.131 -2.573
H -2.370 -3.082 -4.810
H -2.989 -3.813 -2.675
C -5.750 -2.938 7.323
C -6.066 -4.382 7.660
O -6.572 -5.074 6.507
C -5.649 -5.524 5.635
O -4.460 -5.376 5.768
C -6.319 -6.279 4.491
F -7.398 -5.633 4.004
F -6.749 -7.497 4.874
F -5.491 -6.477 3.444
H -6.624 -2.445 6.889
H -5.443 -2.392 8.217
H -4.948 -2.872 6.585
H -6.852 -4.418 8.417
H -5.196 -4.900 8.073
C -0.590 2.061 -2.871
C -1.265 3.019 -1.909
O -0.296 3.868 -1.274
C 0.109 4.938 -1.989
O -0.284 5.203 -3.095
C 1.095 5.777 -1.182
F 2.032 5.028 -0.563
F 0.479 6.487 -0.212
F 1.764 6.668 -1.938
H 0.193 1.494 -2.363
H -1.315 1.363 -3.292
H -0.111 2.599 -3.693
H -1.756 2.454 -1.113
H -2.037 3.613 -2.405
C 4.098 -12.132 -1.136
C 2.625 -11.816 -0.972
O 2.423 -10.873 0.096
C 2.621 -9.578 -0.214
O 2.952 -9.183 -1.302
C 2.325 -8.690 0.992
F 2.863 -9.165 2.130
F 0.993 -8.574 1.219
F 2.796 -7.438 0.847
H 4.526 -12.473 -0.190
H 4.244 -12.906 -1.891
H 4.660 -11.245 -1.438
H 2.084 -12.724 -0.695
H 2.183 -11.449 -1.902
C 1.385 8.993 -3.819
C 1.243 10.121 -2.817
O 1.619 11.375 -3.408
C 0.676 11.981 -4.159
O -0.425 11.533 -4.354
C 1.188 13.320 -4.681
F 2.444 13.238 -5.169
F 1.215 14.259 -3.712
F 0.426 13.815 -5.673
H 2.396 8.973 -4.235
H 1.177 8.031 -3.348
H 0.698 9.122 -4.659
H 1.922 9.954 -1.977
H 0.231 10.173 -2.407
C 4.314 7.808 0.863
C 3.636 8.765 1.823
O 4.601 9.617 2.457
C 5.004 10.688 1.741
O 4.609 10.949 0.634
C 5.987 11.531 2.548
F 6.924 10.782 3.166
F 5.365 12.239 3.514
F 6.652 12.420 1.789
H 5.099 7.244 1.373
H 3.591 7.107 0.442
H 4.793 8.347 0.041
H 3.145 8.200 2.619
H 2.863 9.357 1.325
```

Output
lowest unoccupied orbital energy: -4.84 eV
F_max: 4.467 eV Å⁻¹
net charge: +1
E_tot: -111157.149 eV
HOMO: -12.16 eV

2.
The following is a DFT calculation (ωB97M-V/def2-TZVPD) of an isolated molecule of C5H6S2 in a non-equilibrium geometry.

Geometry as XYZ:
```
13
Properties=species:S:1:pos:R:3
C 0.401 0.387 0.005
C -0.303 -0.719 -0.161
C 1.908 -0.668 -1.121
C 0.417 1.724 0.583
C -1.690 -1.092 0.248
S 3.370 -0.404 -1.651
S 0.704 -1.888 -1.110
H 0.506 2.470 -0.210
H 1.292 1.819 1.229
H -0.482 1.935 1.167
H -2.298 -1.242 -0.644
H -2.133 -0.302 0.849
H -1.693 -2.021 0.817
```

Output
lowest unoccupied orbital energy (alpha / beta): 0.02 / 0.02 eV
F_max: 3.968 eV Å⁻¹
E_tot: -26949.267 eV
HOMO (alpha / beta): -7.85 / -7.85 eV
energy above the lowest of the compared OMol25 structures with the same formula, charge and spin: 2.658 eV

3.
The following is a DFT calculation (ωB97M-V/def2-TZVPD) of a structure of composition C4H4O2 in a non-equilibrium geometry.

Geometry as XYZ:
```
10
Properties=species:S:1:pos:R:3
C 0.914 0.391 1.931
C -0.089 -1.407 0.342
C -0.184 -0.109 1.761
C -0.247 0.226 -1.519
O -1.129 -0.744 1.150
O 0.213 -0.917 -0.720
H 1.734 0.868 2.470
H 0.102 1.278 -1.253
H -1.345 0.404 -1.570
H 0.032 0.010 -2.594
```

Output
lowest unoccupied orbital energy: 0.65 eV
F_max: 5.137 eV Å⁻¹
E_tot: -8300.965 eV
HOMO: -9.05 eV
energy above the lowest of the compared OMol25 structures with the same formula, charge and spin: 6.112 eV

4.
The following is a DFT calculation (ωB97M-V/def2-TZVPD) of a structure of composition C12H28CrN2O6 in a non-equilibrium geometry.

Geometry as XYZ:
```
49
Properties=species:S:1:pos:R:3
Cr 28.545 -22.705 -9.087
C 30.803 -21.109 -12.062
C 29.998 -21.568 -10.868
O 30.370 -22.574 -10.206
O 28.851 -21.117 -10.581
H 31.414 -21.939 -12.414
H 31.544 -20.352 -11.795
H 30.160 -20.705 -12.838
C 28.456 -26.064 -6.740
C 28.368 -24.898 -7.690
O 27.703 -23.839 -7.478
O 29.110 -24.802 -8.719
H 29.483 -26.408 -6.705
H 27.797 -26.848 -7.108
H 28.109 -25.686 -5.780
C 30.281 -19.262 -7.147
C 30.196 -20.728 -7.560
C 30.872 -21.639 -6.567
O 30.762 -22.941 -7.094
C 31.666 -23.845 -6.489
N 28.775 -21.173 -7.721
H 29.601 -18.595 -7.685
H 31.270 -18.835 -7.304
H 29.992 -19.149 -6.096
H 30.731 -20.815 -8.503
H 30.396 -21.556 -5.581
H 31.925 -21.359 -6.483
H 31.343 -24.868 -6.676
H 31.747 -23.673 -5.413
H 32.662 -23.763 -6.940
H 28.217 -20.353 -7.957
H 28.458 -21.367 -6.766
C 24.428 -22.098 -10.535
C 25.673 -22.853 -10.073
C 26.530 -23.303 -11.243
O 27.776 -23.759 -10.728
C 28.372 -24.745 -11.579
N 26.546 -22.028 -9.187
H 23.916 -21.720 -9.645
H 23.759 -22.812 -11.011
H 24.642 -21.240 -11.172
H 25.325 -23.705 -9.485
H 26.733 -22.442 -11.891
H 25.970 -24.041 -11.818
H 27.770 -25.652 -11.497
H 29.374 -24.956 -11.217
H 28.435 -24.458 -12.630
H 26.385 -21.055 -9.495
H 25.928 -21.910 -8.368
```

Output
expectation value of S²: 3.7754
lowest unoccupied orbital energy (alpha / beta): -3.45 / -2.63 eV
F_max: 2.871 eV Å⁻¹
net charge: +1
E_tot: -56581.625 eV
spin multiplicity: 4
HOMO (alpha / beta): -12.01 / -12.83 eV

5.
The following is a DFT calculation (ωB97M-V/def2-TZVPD) of the ion C7H9F3N with charge +1 in a non-equilibrium geometry.

Geometry as XYZ:
```
20
Properties=species:S:1:pos:R:3
C -1.570 -1.281 -0.363
C -0.479 -2.081 -0.408
C -1.586 0.037 0.203
C 0.565 -1.724 0.575
C -0.720 0.962 -0.182
C 1.220 -0.556 0.481
C 1.867 -0.070 -0.824
N -0.637 2.323 0.470
F 1.646 -0.022 1.648
F 3.195 -0.411 -0.690
F 1.895 1.346 -0.838
H -2.508 -1.609 -0.797
H -0.589 -3.009 -0.795
H -2.348 0.284 0.868
H 0.632 -2.376 1.355
H -0.134 0.779 -0.976
H 1.393 -0.402 -1.731
H 0.085 2.327 1.249
H -1.439 2.514 1.033
H -0.489 2.971 -0.280
```

Output
lowest unoccupied orbital energy: -3.83 eV
F_max: 3.877 eV Å⁻¹
net charge: +1
structure (SMILES): [NH3+]/C=C/C=C\C=C(\F)C(F)F
E_tot: -17037.053 eV
HOMO: -13.12 eV
energy above the lowest of the compared OMol25 structures with the same formula, charge and spin: 1.492 eV

6.
The following is a DFT calculation (ωB97M-V/def2-TZVPD) of a cluster of 3 separate species, C4H11O4 in total in a non-equilibrium geometry.

Geometry as XYZ:
```
19
Properties=species:S:1:pos:R:3
O 1.582 0.926 -3.610
C 1.603 0.612 -2.447
C 0.547 0.226 -1.485
C 0.963 -0.774 -0.476
C -0.004 -0.931 0.792
O -0.710 0.248 0.969
H 2.577 0.516 -1.885
H -0.371 -0.040 -2.063
H 0.167 1.078 -0.863
H 1.063 -1.783 -0.934
H 2.057 -0.755 -0.148
H -0.692 -1.782 0.663
H 0.752 -1.024 1.582
H -2.174 1.907 -0.355
H -1.877 0.367 0.319
O -2.544 1.028 -0.359
H -1.571 0.318 3.920
H -0.613 -0.016 2.703
O -0.756 -0.121 3.676
```

Output
lowest unoccupied orbital energy: 3.71 eV
F_max: 3.573 eV Å⁻¹
net charge: -1
E_tot: -12516.178 eV
HOMO: -4.49 eV
energy above the lowest of the compared OMol25 structures with the same formula, charge and spin: 2.431 eV

7.
The following is a DFT calculation (ωB97M-V/def2-TZVPD) of a cluster of 2 separate species, C3H11N3 in total in a non-equilibrium geometry.

Geometry as XYZ:
```
17
Properties=species:S:1:pos:R:3
C -2.460 -0.597 -0.544
C -3.179 1.569 -0.040
N -2.285 0.839 -0.528
H -3.332 -0.945 0.032
H -1.596 -1.018 -0.043
H -2.612 -0.971 -1.556
H -2.974 2.627 0.097
H -4.163 1.206 0.281
N 1.488 -0.326 1.044
C 2.279 -0.586 -0.179
N 3.718 -0.383 0.095
H 1.770 -1.003 1.748
H 0.530 -0.521 0.765
H 2.111 -1.619 -0.500
H 1.969 0.143 -0.913
H 3.823 -0.180 1.080
H 4.224 -1.229 -0.126
```

Output
lowest unoccupied orbital energy: 1.01 eV
F_max: 1.233 eV Å⁻¹
structure (SMILES): C=NC.NCN
E_tot: -7758.260 eV
HOMO: -9.08 eV
energy above the lowest of the compared OMol25 structures with the same formula, charge and spin: 1.824 eV